1.
{"formula": "C3H4Cl2O", "method": "ωB97M-V with the def2-TZVPD basis set", "symbols": ["C", "C", "C", "O", "Cl", "Cl", "H", "H", "H", "H"], "positions_angstrom": [[-0.602, -0.633, -0.057], [1.871, -0.155, -0.643], [-1.312, 0.315, 0.742], [0.666, -0.165, -0.150], [3.154, 0.554, 0.141], [-2.160, 1.619, -0.259], [-1.141, -1.224, -0.796], [2.146, -0.795, -1.555], [-0.575, 0.856, 1.310], [-2.047, -0.371, 1.266]], "lowdin_charge": [-0.21, -0.66, -0.56, -0.14, 0.70, 0.46, 0.12, 0.11, 0.07, 0.10], "orbital_gap_ev": [7.547, 8.418], "charge": 0, "lumo_ev": [-0.15, 0.36]}

---

2.
{"formula": "C3H4Cl2O", "method": "ωB97M-V with the def2-TZVPD basis set", "symbols": ["C", "C", "C", "O", "Cl", "Cl", "H", "H", "H", "H"], "positions_angstrom": [[-0.784, -0.428, -1.874], [-0.046, 0.535, 1.273], [0.877, -0.210, 0.350], [-0.930, 0.319, -2.764], [-1.327, -2.009, -1.540], [2.145, 0.644, -0.404], [0.261, 1.668, 1.323], [0.044, 0.226, 2.304], [-1.037, 0.500, 0.881], [0.798, -1.244, 0.451]], "lowdin_charge": [-0.70, -0.18, -0.66, 0.04, 0.65, 0.62, 0.10, 0.06, 0.04, 0.02], "orbital_gap_ev": [7.307, 8.927], "charge": 0, "lumo_ev": [-0.74, 0.21]}

---

3.
{"formula": "C3H4Cl2O2S", "method": "ωB97M-V with the def2-TZVPD basis set", "symbols": ["C", "C", "C", "O", "O", "S", "Cl", "Cl", "H", "H", "H", "H"], "positions_angstrom": [[-0.179, -1.306, 1.184], [0.217, 0.812, 0.279], [-0.280, -2.897, 0.986], [-0.387, -0.841, 2.282], [0.051, -0.608, 0.095], [0.710, -3.546, -0.335], [0.123, -3.761, 2.444], [-2.088, -3.018, 0.737], [-0.694, 1.122, 0.724], [0.334, 1.400, -0.580], [1.047, 1.168, 0.705], [0.581, -2.509, -1.381]], "lowdin_charge": [-0.65, 0.00, -1.49, 0.08, -0.05, 0.69, 0.64, 0.57, 0.10, 0.08, 0.06, -0.02], "smiles": "COC(=O)C(S)(Cl)Cl", "orbital_gap_ev": 10.244, "charge": 0, "lumo_ev": 0.39}

---

4.
{"formula": "C3H4Cl2OSi", "method": "ωB97M-V with the def2-TZVPD basis set", "symbols": ["C", "C", "C", "O", "Si", "Cl", "Cl", "H", "H", "H", "H"], "positions_angstrom": [[1.469, 0.064, -0.066], [0.343, 0.312, 0.609], [-0.863, 1.627, -1.509], [-0.354, 2.277, -2.269], [-0.827, -1.209, 0.705], [-2.313, -0.496, 1.853], [-1.476, -1.712, -1.093], [2.293, 0.878, -0.274], [1.399, -0.768, -0.735], [0.268, 1.084, 1.319], [0.062, -2.055, 1.458]], "lowdin_charge": [-0.13, -0.40, -0.01, 0.07, -0.32, 0.31, 0.36, 0.10, 0.02, 0.03, -0.03], "orbital_gap_ev": 10.819, "charge": 0, "lumo_ev": 0.71}

---

5.
{"formula": "C3H4Cl2S", "method": "ωB97M-V with the def2-TZVPD basis set", "symbols": ["C", "C", "C", "H", "H", "H", "H", "S", "Cl", "Cl"], "positions_angstrom": [[0.112, 1.252, -0.627], [0.481, -0.071, 0.023], [-0.332, -1.127, 0.724], [0.988, 2.181, -0.487], [0.157, 1.026, -1.916], [0.374, -2.110, 0.683], [-0.649, -1.013, 1.863], [2.126, -0.338, -0.076], [-1.422, 1.857, 0.174], [-1.835, -1.659, -0.360]], "lowdin_charge": [-0.66, -0.92, -0.56, 0.14, 0.17, 0.09, 0.13, 0.72, 0.49, 0.41], "smiles": "S=C(CCl)CCl", "orbital_gap_ev": 8.036, "charge": 0, "lumo_ev": -1.25}

---

6.
{"formula": "C3H4Cl3P", "method": "ωB97M-V with the def2-TZVPD basis set", "symbols": ["C", "C", "C", "P", "Cl", "Cl", "Cl", "H", "H", "H", "H"], "positions_angstrom": [[0.930, 0.507, -0.604], [0.995, -0.133, 0.783], [-3.434, 0.242, 0.421], [0.680, -1.358, -0.607], [-3.718, 1.184, -0.941], [2.556, -2.144, -0.457], [-2.088, -0.845, 0.305], [0.064, 1.138, -0.530], [1.762, 1.005, -1.044], [1.952, 0.036, 1.243], [0.302, 0.369, 1.432]], "lowdin_charge": [-0.42, -0.49, -0.96, 0.49, 0.55, 0.16, 0.49, 0.04, 0.05, 0.05, 0.04], "orbital_gap_ev": 8.082, "charge": 0, "lumo_ev": -1.24}

---

7.
{"formula": "C3H4ClF", "method": "ωB97M-V with the def2-TZVPD basis set", "symbols": ["C", "C", "C", "H", "H", "H", "H", "F", "Cl"], "positions_angstrom": [[1.149, -0.436, 0.008], [0.017, 0.530, -0.099], [-1.271, 0.372, -0.027], [0.998, -1.168, -0.765], [2.018, 0.136, 0.100], [0.929, -0.973, 0.895], [0.396, 1.540, -0.109], [-2.303, 1.181, 0.019], [-1.935, -1.182, -0.022]], "lowdin_charge": [-0.09, -0.19, -0.80, 0.08, 0.06, 0.06, 0.11, 0.02, 0.75], "smiles": "C/C=C(/F)Cl", "orbital_gap_ev": 10.372, "charge": 0, "lumo_ev": 0.92}

---

8.
{"formula": "C3H4ClF3N3", "method": "ωB97M-V with the def2-TZVPD basis set", "symbols": ["C", "C", "C", "N", "N", "N", "F", "F", "F", "Cl", "H", "H", "H", "H"], "positions_angstrom": [[-0.681, -0.522, -0.024], [-0.591, 1.076, -0.157], [1.213, 0.194, 0.923], [0.590, 1.360, 0.513], [0.404, -0.881, 0.605], [-1.670, -1.196, -0.554], [-1.493, 1.876, 0.357], [-0.581, 1.365, -1.500], [2.150, 0.055, 1.722], [2.698, -1.021, -1.194], [1.055, 2.294, 0.535], [0.687, -1.927, 0.701], [-2.219, -0.501, -1.158], [-1.563, -2.172, -0.769]], "mulliken_spin": [0.29, 0.04, 0.45, 0.04, -0.06, 0.16, 0.02, 0.02, 0.05, 1.00, 0.00, 0.00, 0.00, 0.00], "orbital_gap_ev": [7.862, 7.720], "s_squared": 2.02, "charge": 1, "lumo_ev": [-3.61, -8.00], "multiplicity": 3}

---

9.
{"formula": "C3H4ClFO", "method": "ωB97M-V with the def2-TZVPD basis set", "symbols": ["C", "C", "C", "H", "H", "H", "H", "O", "F", "Cl"], "positions_angstrom": [[-0.412, -0.670, 0.180], [-0.320, 0.795, 0.252], [0.903, 0.011, 0.451], [-0.900, -0.493, -1.656], [-0.761, -1.209, 1.036], [-0.804, 1.438, 0.992], [1.154, -0.002, 1.525], [-0.719, -1.190, -1.075], [-0.327, 1.373, -1.073], [2.186, -0.052, -0.632]], "lowdin_charge": [-0.31, -0.21, -0.67, 0.06, 0.14, 0.15, 0.12, 0.03, -0.05, 0.74], "smiles": "O[C@@H]1[C@H](F)[C@@H]1Cl", "orbital_gap_ev": 10.596, "charge": 0, "lumo_ev": 0.71}

---

10.
{"formula": "C3H4ClFS", "method": "ωB97M-V with the def2-TZVPD basis set", "symbols": ["C", "C", "C", "H", "H", "H", "H", "F", "S", "Cl"], "positions_angstrom": [[-0.121, 0.750, 0.926], [-0.480, -0.156, -0.275], [0.756, -0.724, -0.974], [0.148, 0.375, 1.909], [-1.001, 1.305, 1.046], [0.648, 1.489, 0.555], [0.552, -1.181, -1.959], [-1.197, 0.552, -1.229], [2.119, -0.830, -0.129], [-1.425, -1.581, 0.129]], "lowdin_charge": [-0.12, -0.98, -0.64, 0.08, 0.05, 0.10, 0.08, -0.04, 0.76, 0.72], "smiles": "C[C@](F)(Cl)C=S", "orbital_gap_ev": 8.473, "charge": 0, "lumo_ev": -0.79}

---

11.
{"formula": "C3H4ClI", "method": "ωB97M-V with the def2-TZVPD basis set", "symbols": ["C", "C", "C", "Cl", "I", "H", "H", "H", "H"], "positions_angstrom": [[-0.378, 1.255, 0.485], [-0.561, 0.170, -0.166], [-1.021, -1.000, -0.545], [0.998, 2.265, 0.122], [2.677, -1.094, 0.778], [-1.052, 1.889, 1.062], [-1.507, -1.204, -1.535], [-0.849, -1.990, -0.068], [1.693, -0.293, -0.134]], "lowdin_charge": [-0.57, -0.28, 0.01, 0.56, 0.47, 0.07, 0.08, 0.08, -0.42], "smiles": "C=C=CCl.I", "orbital_gap_ev": 10.032, "charge": 0, "lumo_ev": 0.34}

---

12.
{"formula": "C3H4ClN3O", "method": "ωB97M-V with the def2-TZVPD basis set", "symbols": ["C", "C", "C", "N", "N", "N", "O", "Cl", "H", "H", "H", "H"], "positions_angstrom": [[0.592, -0.294, 0.927], [1.418, -0.679, -0.316], [0.585, -1.354, -1.206], [-0.588, -0.578, 1.274], [-0.282, -1.754, -1.769], [-1.547, -1.337, 1.201], [-2.756, -1.187, 1.151], [-3.912, 0.720, -0.984], [1.355, -0.127, 1.712], [2.012, 0.083, -0.732], [2.147, -1.360, 0.037], [-3.837, -0.189, -0.128]], "lowdin_charge": [-0.08, -0.14, -0.27, 0.09, 0.20, -0.08, -0.05, 0.30, 0.13, 0.11, 0.11, -0.32], "smiles": "N#CC/C=N\\N=O.Cl", "orbital_gap_ev": 8.966, "charge": 0, "lumo_ev": -0.45}

---

13.
{"formula": "C3H4ClNO", "method": "ωB97M-V with the def2-TZVPD basis set", "symbols": ["C", "C", "C", "N", "O", "Cl", "H", "H", "H", "H"], "positions_angstrom": [[-0.265, -0.941, 0.272], [1.233, 0.691, 0.494], [-1.127, -0.700, -0.879], [0.772, 1.476, 1.333], [-0.143, -1.757, 1.069], [2.663, 0.564, -0.460], [-0.803, -0.078, -1.704], [-1.963, -0.122, -0.487], [-1.702, -1.500, -1.371], [1.335, 2.367, 1.733]], "lowdin_charge": [-0.29, -0.78, -0.04, 0.00, 0.16, 0.57, 0.08, 0.10, 0.10, 0.11], "orbital_gap_ev": 8.793, "charge": 0, "lumo_ev": 0.67}

---

14.
{"formula": "C3H4ClNO", "method": "ωB97M-V with the def2-TZVPD basis set", "symbols": ["C", "C", "C", "H", "H", "H", "H", "N", "O", "Cl"], "positions_angstrom": [[0.556, 0.360, 0.208], [-0.496, -0.379, -0.206], [-1.440, 0.120, -1.192], [1.375, -0.822, 1.635], [2.188, 0.647, 1.443], [0.731, 1.357, -0.269], [-1.174, 1.113, -1.589], [1.477, -0.006, 1.089], [-2.426, -0.452, -1.619], [-0.792, -1.937, 0.499]], "lowdin_charge": [-0.24, -0.65, -0.34, 0.06, 0.12, 0.15, 0.12, 0.08, 0.01, 0.69], "smiles": "N/C=C(\\Cl)C=O", "orbital_gap_ev": 9.285, "charge": 0, "lumo_ev": 0.50}

---

15.
{"formula": "C3H4ClNO", "method": "ωB97M-V with the def2-TZVPD basis set", "symbols": ["C", "C", "C", "N", "O", "Cl", "H", "H", "H", "H"], "positions_angstrom": [[1.914, -1.106, 0.042], [-1.048, -0.158, 0.356], [-0.218, 0.672, -0.615], [2.676, -1.624, 0.700], [0.564, 0.044, -1.413], [0.686, 1.968, 0.395], [-1.594, 0.465, 1.056], [-1.742, -0.782, -0.207], [-0.352, -0.807, 0.897], [-0.885, 1.329, -1.213]], "lowdin_charge": [-0.05, -0.09, -0.87, 0.05, 0.00, 0.57, 0.08, 0.09, 0.07, 0.16], "orbital_gap_ev": [7.208, 7.202], "charge": 0, "lumo_ev": [-4.22, -4.23]}

---

16.
{"formula": "C3H4ClNO", "method": "ωB97M-V with the def2-TZVPD basis set", "symbols": ["C", "C", "C", "N", "O", "Cl", "H", "H", "H", "H"], "positions_angstrom": [[0.710, -0.711, -0.044], [-0.719, -0.766, -0.013], [1.559, 0.316, 0.131], [-1.671, 1.406, -0.062], [-1.693, 0.081, -0.024], [3.246, 0.138, -0.029], [1.145, -1.688, -0.218], [-1.141, -1.765, -0.020], [1.222, 1.309, 0.386], [-2.659, 1.679, -0.108]], "mulliken_spin": [-0.15, 0.54, 0.49, 0.88, 0.16, 0.06, 0.00, 0.03, 0.01, -0.02], "orbital_gap_ev": [7.661, 8.628], "s_squared": 2.03, "charge": 0, "lumo_ev": [0.82, -1.38], "multiplicity": 3}

---

17.
{"formula": "C3H4ClNO2S2", "method": "ωB97M-V with the def2-TZVPD basis set", "symbols": ["C", "C", "C", "N", "O", "O", "S", "S", "Cl", "H", "H", "H", "H"], "positions_angstrom": [[-0.166, -0.106, 0.236], [-0.559, 0.438, -1.146], [0.799, 1.856, 0.733], [0.536, 0.479, 1.021], [-1.653, -2.443, 0.423], [0.423, -2.490, 1.702], [0.085, 2.130, -0.956], [-0.319, -2.095, 0.564], [0.591, -2.673, -1.270], [-0.081, -0.103, -2.042], [-1.688, 0.524, -1.388], [0.245, 2.581, 1.312], [1.788, 1.900, 0.809]], "mulliken_spin": [0.27, -0.05, -0.03, 0.08, 0.00, 0.03, 1.19, 0.15, 0.16, 0.05, 0.05, 0.05, 0.04], "orbital_gap_ev": [5.337, 5.702], "s_squared": 2.02, "charge": 0, "lumo_ev": [0.02, -4.27], "multiplicity": 3}

---

18.
{"formula": "C3H4ClNO3", "method": "ωB97M-V with the def2-TZVPD basis set", "symbols": ["C", "C", "C", "H", "H", "H", "H", "N", "O", "O", "O", "Cl"], "positions_angstrom": [[-0.385, -0.313, -0.592], [0.650, 0.314, 0.199], [2.080, -0.406, 0.381], [-2.883, 0.837, 0.954], [-2.240, -0.525, -1.133], [0.500, 0.622, 1.295], [1.957, -1.266, 0.947], [-1.764, -0.333, -0.168], [-2.021, 0.867, 0.325], [-0.023, -1.279, -1.369], [3.156, -0.204, -0.001], [0.973, 1.686, -0.838]], "lowdin_charge": [-0.50, -0.57, -0.29, 0.19, 0.19, 0.15, 0.10, -0.05, -0.11, 0.02, 0.12, 0.75], "smiles": "O=C[C@@H](Cl)C(=O)NO", "orbital_gap_ev": 10.233, "charge": 0, "lumo_ev": 0.06}

---

19.
{"formula": "C3H4ClNOS2", "method": "ωB97M-V with the def2-TZVPD basis set", "symbols": ["C", "C", "C", "H", "H", "H", "H", "N", "O", "S", "S", "Cl"], "positions_angstrom": [[-0.125, 0.234, -0.387], [-1.500, -0.320, -0.425], [0.620, -0.136, 1.773], [2.473, 0.569, -2.444], [-1.644, -0.760, -1.409], [-1.626, -1.030, 0.380], [0.873, 0.516, 2.620], [0.584, 0.158, -1.407], [0.216, 0.736, 0.826], [2.190, 0.734, -1.154], [0.646, -1.736, 1.832], [-2.706, 1.037, -0.205]], "lowdin_charge": [-0.68, -0.47, -0.70, -0.14, 0.09, 0.05, 0.09, -0.22, -0.10, 0.79, 0.76, 0.55], "smiles": "S=CO/C(CCl)=N\\S", "orbital_gap_ev": 9.294, "charge": 0, "lumo_ev": -0.20}

---

20.
{"formula": "C3H4ClNS", "method": "ωB97M-V with the def2-TZVPD basis set", "symbols": ["C", "C", "C", "N", "S", "Cl", "H", "H", "H", "H"], "positions_angstrom": [[1.457, -1.124, 0.583], [0.247, -0.307, 0.683], [-0.386, -0.353, -0.721], [2.381, -1.793, 0.467], [-1.984, -1.179, -0.589], [-3.079, -0.002, 0.722], [-0.372, -0.955, 1.406], [0.484, 0.768, 1.032], [-0.556, 0.563, -1.177], [0.226, -0.959, -1.331]], "lowdin_charge": [-0.27, -0.26, -0.55, 0.15, 0.46, 0.10, 0.11, 0.15, 0.05, 0.06], "smiles": "N#CCCSCl", "orbital_gap_ev": 9.189, "charge": 0, "lumo_ev": -0.35}